# 1
A molecular structure, C25H25BF4N6OS2SeSn, computed with ωB97M-V/def2-TZVPD.

Positions of all 66 atoms, in Å:
Sn  0.512  0.336  -0.083
C  -3.071  3.199  0.698
C  -1.944  2.411  0.120
N  -1.387  1.417  0.702
N  -1.885  1.008  1.917
C  -1.125  0.091  2.445
O  -0.023  -0.353  1.933
C  -1.575  -0.543  3.712
C  -0.683  -1.342  4.423
C  -1.094  -1.982  5.583
C  -2.398  -1.832  6.033
C  -3.289  -1.034  5.326
C  -2.881  -0.389  4.170
C  -1.377  2.791  -1.198
C  -1.797  3.910  -1.896
C  -1.174  4.213  -3.099
C  -0.160  3.397  -3.565
C  0.196  2.294  -2.805
N  -0.411  1.999  -1.665
H  -3.418  2.736  1.615
H  -2.732  4.214  0.917
H  -3.892  3.267  -0.017
H  0.332  -1.443  4.062
H  -0.395  -2.594  6.138
H  -2.720  -2.332  6.938
H  -4.306  -0.915  5.677
H  -3.564  0.231  3.607
H  -2.578  4.545  -1.504
H  -1.473  5.090  -3.658
H  0.361  3.608  -4.488
H  0.999  1.633  -3.111
S  -1.570  -1.544  -1.083
C  -1.611  -2.820  0.005
N  -1.047  -2.881  1.189
C  -1.331  -4.042  2.017
C  -1.705  -5.157  1.046
S  -2.474  -4.301  -0.364
H  -0.497  -2.093  1.540
H  -2.154  -3.809  2.698
H  -0.451  -4.297  2.606
H  -2.408  -5.862  1.480
H  -0.823  -5.687  0.691
C  4.380  -0.386  -0.587
N  3.397  -0.955  -1.491
C  2.572  -1.991  -1.214
Se  2.442  -2.967  0.329
N  1.765  -2.147  -2.293
C  2.038  -1.186  -3.253
C  1.486  -0.920  -4.496
C  2.030  0.139  -5.208
C  3.077  0.906  -4.690
C  3.621  0.642  -3.441
C  3.086  -0.425  -2.739
H  4.295  -0.898  0.367
H  4.178  0.677  -0.459
H  5.384  -0.530  -0.989
H  0.991  -2.791  -2.278
H  0.669  -1.509  -4.891
H  1.630  0.379  -6.184
H  3.469  1.731  -5.271
H  4.412  1.253  -3.026
F  1.300  2.234  1.008
B  2.050  3.220  0.198
F  1.132  4.157  -0.247
F  3.040  3.748  0.984
F  2.578  2.481  -0.884

Results
Total charge ... 0
Gap between HOMO and LUMO ... 7.04 eV
ΔE to the lowest compared entry with this formula, charge and spin ... 0.0 kcal per mole
E_tot ... -5208.2352 a.u.

***

# 2
A molecular structure, C31H37AuN4, computed with ωB97M-V/def2-TZVPD.

Positions of all 73 atoms, in Å:
Au  0.018  -0.325  0.815
C  1.527  -3.838  -0.683
C  1.246  -2.615  -1.556
C  2.462  -1.759  -1.800
C  3.125  -1.846  -3.018
C  4.274  -1.114  -3.261
C  4.777  -0.276  -2.279
C  4.168  -0.167  -1.034
C  4.727  0.831  -0.043
C  3.772  1.984  0.271
C  3.008  -0.929  -0.808
N  2.339  -0.845  0.449
C  3.014  -1.126  1.512
C  2.439  -0.893  2.795
C  3.012  -1.094  4.091
C  2.093  -0.636  4.978
C  0.966  -0.171  4.179
N  1.186  -0.332  2.895
H  0.624  -4.436  -0.555
H  1.877  -3.549  0.309
H  2.291  -4.472  -1.135
H  0.455  -2.016  -1.098
H  0.865  -2.944  -2.524
H  2.730  -2.505  -3.781
H  4.780  -1.193  -4.214
H  5.668  0.307  -2.477
H  5.644  1.235  -0.471
H  5.038  0.356  0.890
H  3.462  2.477  -0.655
H  4.256  2.724  0.909
H  2.882  1.618  0.787
H  4.023  -1.529  1.448
H  3.980  -1.527  4.292
H  2.150  -0.615  6.054
H  0.039  0.241  4.552
N  -0.302  5.566  -2.230
C  0.098  4.908  -0.923
C  0.032  3.384  -1.036
N  0.363  2.704  0.194
H  -0.312  6.585  -2.150
H  -1.235  5.269  -2.525
H  0.349  5.322  -2.981
H  -0.584  5.290  -0.165
H  1.106  5.254  -0.702
H  0.727  3.045  -1.811
H  -0.972  3.082  -1.352
H  -0.244  2.957  0.964
H  1.328  2.846  0.465
C  -6.424  1.522  -0.588
C  -5.976  0.742  0.473
C  -4.669  0.292  0.503
C  -3.789  0.614  -0.541
C  -4.248  1.429  -1.588
C  -5.558  1.868  -1.618
C  -2.423  0.138  -0.590
C  -1.838  -0.832  0.188
C  -2.459  -2.043  0.644
C  -2.053  -2.673  1.836
C  -2.659  -3.841  2.251
C  -3.653  -4.424  1.470
C  -4.048  -3.833  0.273
C  -3.464  -2.653  -0.137
H  -7.451  1.861  -0.608
H  -6.651  0.486  1.278
H  -4.324  -0.303  1.338
H  -3.573  1.674  -2.401
H  -5.913  2.469  -2.445
H  -1.785  0.640  -1.314
H  -1.268  -2.220  2.429
H  -2.357  -4.310  3.178
H  -4.116  -5.347  1.792
H  -4.811  -4.300  -0.335
H  -3.764  -2.192  -1.069

Results
Total charge ... +2
Gap between HOMO and LUMO (spin up / spin down) ... 6.69 / 5.85 eV
ΔE to the lowest compared entry with this formula, charge and spin ... 0.0 kcal per mole
2S+1 ... 3
Expectation value of S² ... 2.07
E_tot ... -1557.5587 a.u.